# 1
53
Properties=species:S:1:pos:R:3 method="wB97M-V/def2-TZVPD" spin_multiplicity=6 s_squared=8.7598 energy_ha=-3786.85620 molar_mass_g_mol=590.35 charge=-2
Fe 0.51975 -0.67086 -1.63592
C 0.21555 0.90439 5.67974
C 0.78388 0.34270 4.40449
C 1.41292 1.16004 3.47716
C 1.88820 0.64529 2.27674
C 1.74328 -0.70229 2.00992
C 1.10500 -1.53663 2.92003
C 0.63499 -1.01206 4.10873
S 2.30737 -1.38288 0.46656
O 1.12347 -2.13038 -0.01739
O 3.48014 -2.18312 0.75995
N 2.46352 -0.18611 -0.49956
C 3.63391 -0.05497 -1.34272
C 3.20607 -0.05532 -2.82102
O 4.01770 0.27800 -3.67932
O 1.99168 -0.42154 -3.03472
H 0.31263 1.99016 5.70802
H 0.72362 0.49639 6.55763
H -0.84504 0.65769 5.76846
H 1.49314 2.22416 3.67033
H 2.32038 1.28461 1.51800
H 0.94327 -2.57718 2.66801
H 0.10118 -1.65363 4.80208
H 4.34119 -0.87945 -1.20971
H 4.17413 0.87523 -1.14447
O -0.89975 2.60214 0.62260
C -0.75005 1.40045 0.37614
O -0.01374 0.96979 -0.57649
C -1.43546 0.36978 1.24488
C -1.69870 0.74784 2.55914
C -2.31210 -0.10984 3.45552
C -2.68151 -1.37802 3.02053
C -2.44319 -1.76061 1.71450
C -1.83151 -0.90248 0.78366
S -1.69406 -1.48550 -0.86537
H -1.40043 1.74601 2.85464
H -2.49511 0.20105 4.47823
H -3.15726 -2.07400 3.70409
H -2.73192 -2.74724 1.37269
O -2.10501 -0.35937 -6.91873
C -2.16098 0.84820 -6.38421
O -2.66394 1.78947 -6.96638
C -1.55292 0.99563 -5.04497
C -1.50160 2.16411 -4.30540
N -0.88558 1.86988 -3.14700
N -0.55841 0.58755 -3.09375
C -0.94767 0.02972 -4.21264
C -0.70039 -1.45398 -4.30144
O -1.09139 -2.04233 -5.33301
O -0.15020 -1.95489 -3.28954
H -1.62891 -1.03335 -6.31288
H -1.86717 3.14949 -4.53734
H -0.73295 2.41827 -2.30852

# 2
44
Properties=species:S:1:pos:R:3 method="wB97M-V/def2-TZVPD" energy_ha=-1618.53693 molar_mass_g_mol=392.44 charge=0
C 8.58702 1.38363 0.05670
H 9.29552 2.21018 0.04445
O 7.31116 1.97553 -0.01138
C 6.21721 1.17589 -0.01219
C 6.24117 -0.21639 0.04900
C 5.06097 -0.93157 0.04238
C 3.82123 -0.29258 -0.02559
C 3.81305 1.10775 -0.08793
C 4.98231 1.82873 -0.08104
H 4.97655 2.90616 -0.12825
H 2.86837 1.62885 -0.14135
C 2.56181 -1.00106 -0.03384
C 2.38007 -2.32829 0.03860
C 1.06579 -2.97003 0.03011
O 0.89000 -4.16368 0.10517
O 0.04395 -2.09061 -0.06926
C -1.25254 -2.65698 -0.07490
C -2.29649 -1.58548 -0.05071
C -2.00989 -0.25511 -0.03347
C -3.03918 0.74206 -0.01305
O -2.88322 1.94378 0.00113
N -4.34854 0.17817 -0.01089
C -4.51473 -1.17629 -0.02806
N -3.56915 -2.05355 -0.04839
S -6.19048 -1.64703 -0.01970
C -6.66316 0.04165 0.00745
C -7.94941 0.55085 0.02579
C -8.11079 1.92440 0.04510
C -7.00656 2.76734 0.04581
C -5.71895 2.26349 0.02790
C -5.54626 0.88622 0.00873
H -4.85737 2.90992 0.02850
H -7.15148 3.83629 0.06064
H -9.10557 2.34190 0.05946
H -8.79630 -0.11584 0.02478
H -0.99265 0.09530 -0.03473
H -1.38907 -3.28126 -0.96801
H -1.38057 -3.31767 0.79268
H 3.19952 -3.02663 0.11353
H 1.68232 -0.37427 -0.10382
H 5.10795 -2.00805 0.08986
H 7.17648 -0.75121 0.10199
H 8.77463 0.73409 -0.80399
H 8.71528 0.81140 0.98079

# 3
46
Properties=species:S:1:pos:R:3 method="wB97M-V/def2-TZVPD" spin_multiplicity=3 s_squared=2.0383 energy_ha=-1796.30691 molar_mass_g_mol=591.81 charge=-2
Au -0.37986 0.25340 -0.50549
O -4.23997 1.72432 -1.58330
C -3.23491 1.04580 -1.28292
N -2.05349 1.50316 -0.89296
C -1.90132 2.93508 -0.83382
C -0.46088 3.36990 -0.95780
C -0.03574 4.58165 -0.42311
C 1.30100 4.93712 -0.51286
C 2.17462 4.06019 -1.14157
C 1.66115 2.88462 -1.66122
N 0.37967 2.53737 -1.57163
C -3.31885 -0.46605 -1.25325
C -4.45941 -1.10250 -0.78379
C -4.43350 -2.47675 -0.59947
C -3.28737 -3.17720 -0.94494
C -2.23110 -2.46863 -1.49533
N -2.23089 -1.14594 -1.62560
H -2.29187 3.32210 0.11883
H -2.49453 3.41065 -1.62734
H -0.75511 5.23537 0.05612
H 1.64953 5.87362 -0.09461
H 3.23084 4.28350 -1.21895
H 2.29922 2.17524 -2.17787
H -5.33275 -0.51194 -0.54000
H -5.28916 -2.99525 -0.18252
H -3.20099 -4.24363 -0.78687
H -1.33093 -2.97546 -1.82449
C 1.09703 -0.93526 0.19130
C 1.91336 -0.65104 1.31129
C 1.92769 0.65288 1.87911
C 2.68731 0.94642 2.98886
C 3.47223 -0.03660 3.59780
C 3.47534 -1.32499 3.05987
C 2.73166 -1.62959 1.94084
H 1.32868 1.41857 1.39931
H 2.67056 1.95162 3.39940
H 4.07003 0.19946 4.47150
H 4.07491 -2.09707 3.53117
H 2.74914 -2.63168 1.53168
Cl 3.18463 -5.61801 -0.29192
C 0.96153 -4.41275 -0.84820
C 0.71245 -3.32512 0.03413
O 0.02026 -3.33722 1.04189
O 1.32416 -2.17209 -0.40765
H 0.44786 -5.34268 -0.68017
H 1.41778 -4.22459 -1.80349

# 4
58
Properties=species:S:1:pos:R:3 method="wB97M-V/def2-TZVPD" spin_multiplicity=5 s_squared=6.0494 energy_ha=-3176.88906 molar_mass_g_mol=823.35 charge=0
Pd 1.11711 -0.82009 -0.45167
S -1.47948 1.86495 0.95744
C -2.24073 1.89154 -0.51931
N -2.57428 0.83455 -1.25623
C -3.14651 1.21701 -2.40352
C -3.60300 0.33116 -3.41553
C -4.10871 0.86793 -4.55928
C -4.18956 2.27251 -4.73969
C -3.77523 3.16053 -3.77190
C -3.25923 2.63157 -2.59677
S -2.64729 3.45324 -1.22679
H -3.51283 -0.73338 -3.25558
H -4.44871 0.21911 -5.35442
H -4.58914 2.65649 -5.66883
H -3.83955 4.22775 -3.92734
B 2.45611 -3.63310 -1.30065
N 0.97056 -3.53335 -1.77775
C 0.35305 -4.29957 -2.66980
C -0.92891 -3.81811 -2.89255
C -1.00656 -2.71508 -2.05082
N 0.12909 -2.53963 -1.37721
N 2.45317 -3.47137 0.24410
C 2.86858 -4.30564 1.20092
C 2.72191 -3.68120 2.42885
C 2.19132 -2.43145 2.11717
N 2.04157 -2.32261 0.79859
H 2.85584 -4.73461 -1.57716
H 3.10463 -2.73975 -1.78252
H 0.86022 -5.15381 -3.08581
H -1.69608 -4.21646 -3.53119
H -1.89691 -1.17123 -1.30526
H 3.24360 -5.28066 0.94100
H 2.96500 -4.07076 3.40122
H 1.91649 -1.62442 2.77574
F 0.98667 0.17142 -5.20423
Te 0.43835 0.48627 -3.40400
F 1.98017 -0.56101 -2.64166
F 0.30866 1.10185 -1.41601
F -0.75664 1.94301 -3.92857
F 1.70352 1.83696 -3.43773
O -2.08838 -1.93103 -1.87844
O 1.98423 0.67575 1.08633
C 0.95978 0.63703 1.77240
O -0.07445 -0.05816 1.36710
C 0.86060 1.36671 3.05652
C -0.18721 1.10645 3.93068
C -0.29527 1.77810 5.15070
C 0.68174 2.70038 5.43101
O 0.79282 3.49275 6.53009
C 2.03206 4.19515 6.39116
O 2.53493 3.93069 5.08465
C 1.73160 2.95892 4.55797
C 1.85722 2.31034 3.36333
H -0.91735 0.35546 3.66083
H -1.10038 1.58178 5.84387
H 2.73947 3.82741 7.13810
H 1.85327 5.26365 6.50305
H 2.66904 2.49802 2.67545

# 5
43
Properties=species:S:1:pos:R:3 method="wB97M-V/def2-TZVPD" energy_ha=-1935.53755 molar_mass_g_mol=386.28 charge=0
C -3.89314 -2.00461 0.57235
N -2.77057 -1.05906 0.08994
C -3.14346 0.34775 -0.05252
O -4.40874 0.57116 0.05119
C -2.19312 1.08862 -0.37498
C -1.22807 1.28894 0.73889
C -0.32650 2.26175 0.71841
C -0.35181 3.28900 -0.64399
C -1.42632 3.19067 -1.51849
C -2.29261 2.13544 -1.27088
H -3.22700 2.30626 -1.92151
H -1.55273 3.95913 -2.34612
H 0.43893 3.85737 -0.74767
C 0.91402 2.66227 1.57229
H 0.78873 1.88179 2.26285
O 2.08833 2.41416 1.03460
C 2.70830 1.05905 0.70873
C 2.14017 -0.04386 1.20646
C 2.94055 -1.07156 0.80023
C 3.95689 -1.12801 0.21548
C 4.44974 0.00826 -0.49483
C 3.72517 1.29027 0.03749
Cl 4.46133 2.79698 -0.66229
H 5.32738 0.07177 -0.83213
Cl 4.79223 -2.48981 -0.49031
H 2.53286 -2.08052 1.24888
H 1.28178 -0.21036 1.70392
H 0.92338 3.76613 1.87535
H -1.19316 0.64834 1.62784
C -1.62172 -1.59277 -0.17527
C -1.09837 -2.49063 0.44158
C 0.06849 -3.18566 -0.00375
C 0.82073 -2.63828 -0.95599
C 0.23306 -1.76006 -1.73087
C -0.99682 -1.14862 -1.35655
H -1.34916 -0.09732 -1.92980
H 0.80698 -1.24823 -2.74502
H 1.72938 -3.09926 -0.99993
H 0.48415 -3.93777 0.71408
H -1.74845 -2.85484 1.44996
H -3.74622 -3.00618 0.08459
H -5.05371 -1.48678 0.51015
H -3.99089 -2.26090 1.58761